ORCA calculation (ωB97M-V/def2-TZVPD) on 6 unconnected molecules or ions with the total composition C14H30Cl10O2.

Values from the calculation:
**HOMO level**: -9.79 eV
**LUMO**: 0.6 eV
**Energy relative to the best compared isomer or geometry (same formula, charge and spin)**: 0.000 eV
**SMILES**: COCCOC.ClCCCl.ClCCCl.ClCCCl.ClCCCl.ClCCCl
**Electronic energy**: -5303.7963 Eh

Geometry as XYZ:
```
56
C14H30Cl10O2, DFT ωB97M-V/def2-TZVPD
C 2.8632 0.8633 -0.9889
O 3.6856 1.9463 -1.3621
C 4.1814 1.8003 -2.6545
C 5.0272 2.9729 -3.0538
O 6.0118 3.2531 -2.0765
C 6.6709 4.4602 -2.3048
H 1.9244 0.8848 -1.5574
H 2.6508 0.9695 0.0708
H 3.3472 -0.1015 -1.1812
H 3.3982 1.7514 -3.4274
H 4.7172 0.8513 -2.7735
H 4.4571 3.8975 -3.2061
H 5.5204 2.7830 -4.0149
H 5.9657 5.3065 -2.2737
H 7.2355 4.4716 -3.2379
H 7.3033 4.6808 -1.4441
Cl -2.0143 -0.7922 4.0460
C -0.6542 -1.9109 4.1482
C -1.0524 -3.2653 4.6795
Cl -2.1547 -4.1319 3.5872
H 0.0744 -1.4829 4.8332
H -0.2349 -2.0758 3.1600
H -1.4719 -3.2880 5.6835
H -0.1556 -3.8865 4.7487
Cl 3.1526 -1.9947 4.4834
C 3.4281 -0.7000 3.2880
C 4.7070 -0.8683 2.4990
Cl 4.7321 -2.3489 1.4932
H 3.4746 0.2428 3.8319
H 2.5845 -0.6040 2.6089
H 5.5555 -0.8880 3.1818
H 4.8658 -0.0086 1.8503
Cl 0.2873 -0.3759 1.0589
C -0.9250 0.7002 0.3427
C -2.2278 -0.0892 0.1426
Cl -3.5513 1.0814 -0.0196
H -0.5696 1.0763 -0.6142
H -1.0942 1.5561 0.9900
H -2.4286 -0.7314 0.9950
H -2.1001 -0.6971 -0.7513
Cl -6.6930 -1.2295 -1.0398
C -7.2102 0.0997 -0.0017
C -7.4574 -0.3404 1.4070
Cl -5.9248 -0.8386 2.1716
H -8.0709 0.5984 -0.4495
H -6.4167 0.8454 -0.0467
H -8.1311 -1.1942 1.4769
H -7.8880 0.4160 2.0607
Cl -3.4703 0.3697 -4.1741
C -4.0570 -1.1464 -3.4035
C -3.5566 -2.3808 -4.1200
Cl -1.7615 -2.5042 -4.1239
H -5.1414 -1.1491 -3.4182
H -3.6719 -1.1302 -2.3895
H -3.8505 -2.4637 -5.1606
H -3.8859 -3.2602 -3.5697
```

The molecule's Mulliken atomic charges, reported in e, are given here: -0.560, -0.324, -0.479, -0.587, -0.279, -0.783, 0.251, 0.174, 0.332, 0.313, 0.349, 0.350, 0.362, 0.336, 0.291, 0.255, -0.159, -0.163, -0.521, -0.194, 0.255, 0.132, 0.374, 0.283, -0.203, 0.270, -0.478, -0.193, 0.343, -0.328, 0.367, 0.296, -0.247, -0.697, -0.064, -0.204, 0.410, 0.370, 0.126, 0.228, -0.182, -0.232, -0.529, -0.125, 0.361, 0.093, 0.320, 0.301, -0.183, 0.022, -0.471, -0.197, 0.208, -0.035, 0.354, 0.290

ORCA calculation (ωB97M-V/def2-TZVPD) on a molecular structure, C10H15FN3.

Values from the calculation:
**Total charge**: +1
**HOMO level (alpha / beta)**: -12.69 / -12.69 eV
**LUMO (alpha / beta)**: -3.6 / -3.6 eV
**Energy relative to the best compared isomer or geometry (same formula, charge and spin)**: 2.760 eV
**Electronic energy**: -653.7968 Eh

Geometry as XYZ:
```
29
C10H15FN3, DFT ωB97M-V/def2-TZVPD
C -1.6524 1.9745 1.5638
C -1.5516 2.5228 0.4113
C 0.5608 0.7106 1.4395
C -0.0760 -0.0214 -0.8871
C -0.7807 0.7728 2.1698
C -1.5862 1.2690 -1.8836
C -0.7287 2.0854 -0.7815
C 2.2528 -0.9393 -1.0473
C 0.4329 -2.4925 -0.4839
C 0.8775 -1.0592 -0.3594
N -1.0441 -0.0559 -1.7118
N 0.3437 1.1790 -0.4698
N 1.1271 -0.5824 1.0874
F 1.5682 1.4431 1.8610
H -2.2094 2.5987 2.2932
H -2.3556 3.1705 0.0943
H -0.6192 0.9534 3.2133
H -1.2927 -0.0613 1.7477
H -2.6115 1.1307 -1.7727
H -1.3445 1.6579 -2.8406
H -0.1861 2.9271 -1.1684
H 2.9837 -1.3788 -0.4118
H 2.1325 -1.1437 -2.1580
H 2.4377 0.1004 -0.9507
H 1.2161 -3.1826 -0.1776
H -0.4655 -2.8772 -0.0649
H 0.3088 -2.6415 -1.5387
H 0.7783 -1.2318 1.8040
H 2.2259 -0.4596 1.2796
```

The molecule's Mulliken atomic charges, reported in e, are given here: -0.515, -0.700, 0.404, -0.003, -0.659, -0.697, 0.337, -1.611, -1.781, 1.261, -0.670, -0.279, -0.080, -0.311, 0.362, 0.402, 0.494, 0.370, 0.445, 0.321, 0.405, 0.441, 0.378, 0.529, 0.423, 0.443, 0.422, 0.422, 0.449

ORCA calculation (ωB97M-V/def2-TZVPD) on a molecular structure, C24H44BiCl6P2.

Values from the calculation:
**Total charge**: -1
**HOMO level (alpha / beta)**: -2.22 / -2.21 eV
**LUMO (alpha / beta)**: 2.4 / 2.4 eV
**Electronic energy**: -4599.0481 Eh

Geometry as XYZ:
```
77
C24H44BiCl6P2, DFT ωB97M-V/def2-TZVPD
Bi -0.0152 0.0937 -0.4978
Cl -0.0712 0.1278 -2.9489
P -0.3624 -2.2459 -0.7122
C 0.6741 -3.0389 -2.0790
C -0.0875 -3.3738 0.7484
C -2.1096 -2.4994 -1.3447
C 2.0638 -2.4372 -2.2409
H 0.1079 -2.7775 -2.9737
C 0.7845 -4.5591 -1.9962
H 1.5413 -4.8657 -1.2776
H 1.0945 -4.9439 -2.9681
H -0.1427 -5.0569 -1.7340
H 2.0312 -1.5086 -2.7973
H 2.6925 -3.1370 -2.7935
H 2.5459 -2.2483 -1.2845
H -2.0369 -1.9618 -2.2925
C -3.1743 -1.8017 -0.5055
C -2.5191 -3.9346 -1.6370
H -2.0552 -4.3257 -2.5373
H -3.5985 -3.9784 -1.7873
H -2.2846 -4.6039 -0.8096
H -2.7526 -1.0463 0.1517
H -3.7375 -2.5045 0.1020
H -3.8840 -1.3053 -1.1673
C 1.3267 -3.1954 1.2903
H -0.1666 -4.3813 0.3395
C -1.1309 -3.2429 1.8499
H 2.0832 -3.5942 0.6207
H 1.4197 -3.7240 2.2398
H 1.5498 -2.1482 1.4637
H -1.3438 -2.2073 2.0903
H -0.7555 -3.7224 2.7549
H -2.0611 -3.7364 1.5866
H 1.5426 -0.1559 -0.9040
H -1.5862 0.3624 -0.8321
P 0.3230 2.4391 -0.6640
C -0.8492 3.2840 -1.8822
C 0.2155 3.5128 0.8581
C 1.9939 2.7100 -1.4710
C -2.2475 2.6818 -1.9293
H -0.3767 3.0649 -2.8404
C -0.9536 4.7984 -1.7227
H -1.6259 5.0696 -0.9115
H -1.3718 5.2215 -2.6364
H -0.0041 5.2918 -1.5455
H -2.2558 1.7384 -2.4614
H -2.9126 3.3685 -2.4553
H -2.6616 2.5201 -0.9368
H 1.8126 2.2167 -2.4283
C 3.1357 1.9681 -0.7849
C 2.3888 4.1534 -1.7428
H 1.8159 4.5994 -2.5499
H 3.4383 4.1899 -2.0372
H 2.2844 4.7811 -0.8582
H 2.7825 1.2664 -0.0346
H 3.8343 2.6505 -0.3090
H 3.6941 1.4018 -1.5303
C -1.1443 3.3399 1.5265
H 0.2786 4.5346 0.4830
C 1.3565 3.3177 1.8478
H -1.9191 3.9380 1.0553
H -1.0777 3.6540 2.5688
H -1.4613 2.3027 1.5058
H 1.4766 2.2790 2.1350
H 1.1443 3.8888 2.7527
H 2.3004 3.6799 1.4530
Cl 2.8536 -0.1955 2.1215
C 1.2344 -0.3406 2.8251
C 0.0552 0.0271 2.1037
C -1.1291 0.1210 2.9193
Cl -1.0080 1.6245 3.8312
C -1.2887 -0.7340 4.0011
Cl -2.8637 -0.7641 4.8043
C -0.1578 -1.2500 4.6319
Cl -0.3459 -2.1235 6.1537
C 1.1131 -0.9798 4.0912
Cl 2.5378 -1.5722 4.9484
```

The molecule's Mulliken atomic charges, reported in e, are given here: -0.397, -0.551, 0.097, 0.911, 0.780, 0.701, -1.566, 0.590, -1.931, 0.318, 0.489, 0.387, 0.300, 0.489, 0.187, 0.490, -1.357, -1.780, 0.352, 0.493, 0.290, 0.098, 0.443, 0.389, -1.764, 0.883, -1.720, 0.315, 0.558, 0.006, 0.103, 0.551, 0.268, 0.086, -0.009, 0.101, 0.931, 0.879, 0.611, -1.570, 0.632, -1.876, 0.312, 0.485, 0.371, 0.259, 0.489, 0.221, 0.452, -0.761, -1.822, 0.369, 0.507, 0.310, -0.424, 0.454, 0.354, -2.026, 0.739, -1.613, 0.207, 0.663, 0.203, 0.189, 0.500, 0.297, -0.168, -0.181, 0.991, -0.387, -0.243, -0.397, -0.260, 0.499, -0.245, -0.287, -0.264

ORCA calculation (ωB97M-V/def2-TZVPD) on a molecular structure, C3H3ClO.

Values from the calculation:
**HOMO level**: -9.94 eV
**LUMO**: -0.7 eV
**Energy relative to the best compared isomer or geometry (same formula, charge and spin)**: 3.189 eV
**Electronic energy**: -651.3913 Eh

Geometry as XYZ:
```
8
C3H3ClO, DFT ωB97M-V/def2-TZVPD
C -0.0136 -0.0187 -0.0480
C -0.9245 -0.9464 0.0594
C 1.3236 0.6010 -0.0823
O 0.0619 1.3008 -0.0242
Cl -3.0182 -0.0605 0.0468
H -1.1317 -1.9453 0.1964
H 1.7531 0.5602 0.9157
H 1.9494 0.5089 -1.0637
```

The molecule's Mulliken atomic charges, reported in e, are given here: 0.525, -0.721, -0.101, -0.302, -0.326, 0.454, 0.235, 0.236

What is the electronic energy in the third record?
-4599.0481 Eh

What is the formula in the first record?
C14H30Cl10O2

What is the electronic energy in the first record?
-5303.7963 Eh

Look up the electronic energy of the fourth one.
-651.3913 Eh